# 1
DFT (wB97M-V/def2-TZVPD) results for 9 unconnected molecules or ions with the total composition C30H77BO11.

As for the HOMO-LUMO gap: 10.4 eV. The total energy is -2041.59173 hartree. Its lowest unoccupied orbital energy is 0.59 eV. Its SMILES is CC(=O)OCCCCCCCCBCCCCO.CCO.CCO.CCO.CCO.CCO.CCO.CCO.CCO.

The geometry in ORCA input format:
```
! wB97M-V def2-TZVPD RIJCOSX def2/J DEFGRID3
* xyz 0 1
C -2.98234 -1.84416 0.69724
C -1.62333 -2.44639 0.90031
O -1.16216 -3.10668 0.04199
O -1.01880 -2.20160 2.07958
C 0.38830 -2.51941 2.05134
C 1.19563 -1.44984 1.32354
C 2.67627 -1.56836 1.74273
C 3.61761 -2.09462 0.64312
C 3.02397 -3.24230 -0.18745
C 2.95585 -2.97468 -1.71381
C 1.52529 -3.05057 -2.30218
C 1.10902 -1.64944 -2.79833
B -0.38434 -1.50104 -3.26554
C -0.87156 -0.15876 -3.94955
C -0.19057 1.15249 -3.48703
C -0.95826 1.93502 -2.38643
C -0.11776 2.15453 -1.11521
O -0.61507 1.39240 -0.02647
H -3.50179 -2.44405 -0.02770
H -2.84965 -0.86167 0.26409
H -3.53398 -1.73203 1.62276
H 0.69757 -2.52584 3.08687
H 0.58065 -3.50366 1.64092
H 0.80817 -0.46466 1.55289
H 1.07019 -1.61983 0.25774
H 2.77264 -2.12400 2.66832
H 3.00377 -0.56117 1.98508
H 4.50829 -2.46173 1.14518
H 3.94810 -1.26250 0.03154
H 3.67269 -4.10115 -0.05001
H 2.05416 -3.55238 0.18043
H 3.65419 -3.60414 -2.25229
H 3.30338 -1.95989 -1.87104
H 1.56069 -3.68211 -3.18263
H 0.82650 -3.45385 -1.58264
H 1.76524 -1.36779 -3.62200
H 1.23977 -0.95158 -1.96733
H -1.18804 -2.38168 -3.16868
H -0.67220 -0.25949 -5.01909
H -1.94752 -0.03029 -3.84695
H 0.83224 1.02076 -3.14656
H -0.13283 1.79774 -4.35706
H -1.19373 2.91238 -2.79170
H -1.85610 1.38533 -2.12298
H -0.25066 3.18547 -0.81031
H 0.94508 1.98819 -1.29388
H -0.59748 0.46454 -0.29614
C -2.50733 -3.06477 5.58791
C -2.79767 -4.46881 5.09470
O -3.36169 -4.43132 3.78773
H -3.42097 -2.46765 5.60367
H -2.08008 -3.08025 6.59216
H -1.80680 -2.56103 4.91604
H -3.51336 -4.96830 5.74649
H -1.87921 -5.06582 5.07127
H -2.72177 -3.99140 3.21800
C -7.61829 -1.70057 -1.24102
C -6.34658 -1.78850 -0.41954
O -5.46142 -0.71183 -0.72878
H -7.38327 -1.71829 -2.30566
H -8.29001 -2.53021 -1.01414
H -8.14183 -0.76259 -1.04298
H -5.81480 -2.71419 -0.63476
H -6.57606 -1.76433 0.65090
H -5.92442 0.10991 -0.52955
C -2.90095 -1.60190 10.27162
C -2.90646 -2.97453 9.62639
O -1.68482 -3.21812 8.92910
H -2.75281 -0.82826 9.51995
H -3.83965 -1.41046 10.79466
H -2.08006 -1.51380 10.98645
H -3.71211 -3.05178 8.89722
H -3.04797 -3.75592 10.38056
H -0.96676 -3.16308 9.56948
C 2.71074 6.17036 -2.76758
C 2.09650 4.78984 -2.63176
O 3.10135 3.77713 -2.64349
H 3.28199 6.24206 -3.69360
H 1.94116 6.94383 -2.76775
H 3.40189 6.36794 -1.94472
H 1.42324 4.58641 -3.46345
H 1.52806 4.70917 -1.69935
H 3.69274 3.94609 -1.90099
C 7.04118 2.52720 -2.50348
C 6.64883 2.45670 -3.96938
O 5.65208 1.45665 -4.17783
H 7.41864 1.56205 -2.16231
H 7.81074 3.28395 -2.33671
H 6.17381 2.77160 -1.88464
H 7.51159 2.19406 -4.58165
H 6.26592 3.41659 -4.31389
H 4.88297 1.69807 -3.64743
C 8.07376 4.72805 -7.63985
C 7.54778 5.75361 -6.65279
O 7.42362 5.19536 -5.34628
H 7.41088 3.86295 -7.67792
H 8.15516 5.15311 -8.64139
H 9.05943 4.36835 -7.33438
H 6.55725 6.09554 -6.94821
H 8.21286 6.62252 -6.60975
H 8.29903 4.89974 -5.07107
C -7.34079 -1.22312 -5.69754
C -7.76816 0.23237 -5.69063
O -7.35570 0.87336 -4.48627
H -7.76834 -1.74707 -4.84201
H -7.65845 -1.72661 -6.61212
H -6.25406 -1.30388 -5.61681
H -8.85232 0.31569 -5.74772
H -7.33712 0.76519 -6.54494
H -6.39497 0.80949 -4.43799
C -0.02970 1.01660 7.65706
C -0.74345 1.81506 8.73275
O -0.88544 1.05462 9.93068
H -0.57643 0.09794 7.43958
H 0.06560 1.59510 6.73682
H 0.97016 0.72767 7.99071
H -1.74660 2.08448 8.40598
H -0.19553 2.73656 8.95594
H -0.00180 0.81988 10.23556
*
```

---

# 2
DFT (wB97M-V/def2-TZVPD) results for 9 unconnected molecules or ions with the total composition C30H78O17S.

As for the HOMO-LUMO gap: 9.5 eV. The total energy is -2866.69253 hartree. Its lowest unoccupied orbital energy is 0.51 eV.

The geometry in ORCA input format:
```
! wB97M-V def2-TZVPD RIJCOSX def2/J DEFGRID3
* xyz 0 1
C -1.73231 2.74016 5.25850
O -0.91738 2.08256 4.29252
C -0.69585 2.88270 3.06035
C 0.54651 3.77103 3.10716
O 1.73048 2.99936 3.11109
C 2.18727 2.54187 4.32101
C 3.51639 1.90268 4.21524
O 4.49803 2.94709 4.54338
C 5.77630 2.46538 4.45786
H -1.27968 2.75263 6.22326
H -2.63707 2.12009 5.28194
H -1.98772 3.77078 4.90544
H -1.52064 3.56132 2.79974
H -0.54270 2.14531 2.25658
H 0.53942 4.42163 4.04082
H 0.46991 4.41592 2.27662
H 1.45070 1.85502 4.69161
H 2.24732 3.35758 5.02003
H 3.61531 1.57888 3.14955
H 3.63294 1.05858 4.86775
H 6.00250 1.98780 3.49463
H 5.99863 1.68187 5.28001
H 6.51187 3.23007 4.64530
C -1.39244 4.61239 -0.06532
O -1.50544 5.79638 0.75402
C -2.74538 5.72772 1.37274
C -2.74806 6.71894 2.48411
O -2.10657 6.08187 3.61152
C -1.77153 7.09928 4.56534
C -2.81382 7.39907 5.62077
O -3.95483 7.92310 5.04646
C -4.99808 8.29273 5.95993
H -1.81695 3.77377 0.46360
H -0.37456 4.35170 -0.35107
H -2.06781 4.78482 -0.92825
H -2.87205 4.72688 1.76742
H -3.57662 5.88237 0.67218
H -3.73373 7.07393 2.78504
H -2.09773 7.56954 2.34500
H -1.42719 7.99941 4.06839
H -0.89639 6.71403 5.12015
H -2.29105 8.06044 6.30537
H -2.97963 6.44817 6.15952
H -4.71701 9.08006 6.66005
H -5.27219 7.31164 6.46764
H -5.88402 8.64589 5.42861
C 1.84407 -1.61098 -2.95319
O 1.93460 -2.90661 -3.53842
C 3.19794 -3.22511 -4.06565
C 3.36043 -4.71373 -4.25367
O 3.65982 -5.30839 -3.06218
C 3.50772 -6.71418 -3.13289
C 3.64555 -7.33352 -1.76093
O 4.98381 -7.50982 -1.29140
C 5.52682 -6.39404 -0.62639
H 0.95468 -1.54225 -2.30899
H 1.99626 -0.80819 -3.76207
H 2.70393 -1.39463 -2.33706
H 4.00654 -3.10829 -3.31877
H 3.39075 -2.63741 -5.00172
H 4.19923 -4.84300 -5.04641
H 2.47838 -5.21288 -4.67843
H 4.21461 -7.11171 -3.92002
H 2.47146 -6.87004 -3.38863
H 3.20487 -8.37676 -1.88469
H 2.95963 -6.71347 -1.08548
H 5.47919 -5.43397 -1.17716
H 6.55707 -6.71242 -0.41795
H 5.09197 -6.26158 0.34005
C -1.90756 0.28532 -2.97926
O -1.73321 -1.14520 -3.17684
C -1.48487 -1.52726 -4.46575
C -1.32876 -3.04134 -4.41189
O -2.55520 -3.74239 -4.16507
C -2.39822 -5.09435 -3.95987
C -3.68203 -5.83428 -3.98171
O -4.36180 -5.62400 -5.18225
C -5.57709 -6.33518 -5.25257
H -0.88447 0.76413 -3.14018
H -2.18525 0.50076 -1.94487
H -2.76156 0.64534 -3.67483
H -0.62608 -0.98052 -4.88352
H -2.38035 -1.31066 -5.04238
H -0.50018 -3.30692 -3.75778
H -0.92313 -3.41537 -5.37661
H -1.92400 -5.25350 -2.98421
H -1.72045 -5.47455 -4.73435
H -4.25287 -5.49781 -3.09818
H -3.46643 -6.90961 -3.81550
H -6.20583 -5.79552 -5.96175
H -6.18702 -6.23362 -4.33673
H -5.59368 -7.43024 -5.44689
C 0.88552 2.72603 -4.25958
O 1.45852 1.41193 -4.18048
H -0.18528 2.68575 -4.30901
H 1.01586 3.39911 -3.36906
H 1.29714 3.23704 -5.16261
H 1.55049 1.17108 -3.27845
C -2.43985 -0.10858 1.68950
O -2.17320 0.30822 0.37498
H -2.74585 -1.12426 1.76770
H -1.66079 0.21466 2.37140
H -3.35164 0.39835 2.06881
H -1.74150 -0.47641 -0.07089
C -1.96105 -3.20113 -0.60862
O -0.88803 -2.29220 -0.79228
H -2.32075 -3.12132 0.44595
H -2.77669 -2.76164 -1.20401
H -1.73469 -4.23211 -0.85859
H -0.87170 -2.09527 -1.72674
C 1.11570 1.76856 -0.49563
O 1.76042 0.82362 -1.33106
H 0.97826 1.50268 0.53987
H 1.71693 2.66855 -0.40018
H 0.05844 1.89054 -0.87031
H 2.21306 0.13068 -0.80749
C 1.97985 -3.44439 0.14809
S 3.07681 -2.39460 1.14550
O 3.31119 -1.24297 0.26774
C 1.90249 -1.79634 2.31580
H 1.66219 -4.34735 0.64458
H 2.51545 -3.61578 -0.75508
H 1.09343 -2.88769 -0.13193
H 1.10991 -1.24045 1.85745
H 2.51794 -1.14987 2.93275
H 1.53500 -2.64916 2.87332
*
```